Entry 1:
Below is 2 unconnected molecules or ions with the total composition BrFHP at a distorted geometry, with properties calculated with ωB97M-V/def2-TZVPD.

Geometry (Å):
1 F -0.43442 1.42396 -0.68699
2 P -0.35569 0.49815 0.69014
3 Br -1.68856 -1.21136 -0.00923
4 H 2.47867 -0.71075 0.00608

Cartesian forces, eV/Å:
F 0.144 -0.954 1.574
P -0.652 0.067 -2.035
Br 0.678 0.818 0.417
H -0.170 0.068 0.043

Summary:
HOMO (alpha / beta), eV: -8.9 / -11.0
LUMO (alpha / beta), Ha: -0.0112 / -0.0537
Total charge: 0

***

Entry 2:
Below is 2 unconnected molecules or ions with the total composition C7H18SSi2 at a distorted geometry, with properties calculated with ωB97M-V/def2-TZVPD.

Geometry (Å):
1 C 0.13335 0.80730 -0.12650
2 C -2.21018 0.12005 -1.98388
3 C -2.06030 -1.03196 0.93418
4 C -2.72820 1.90561 0.71217
5 C 3.55488 0.83804 -0.89788
6 C 1.45995 -1.56553 -1.02074
7 C 2.10547 0.05227 1.69149
8 Si -1.74008 0.52516 -0.09402
9 Si 1.85980 0.10094 -0.17650
10 S 0.47589 3.19910 0.43750
11 H -1.51118 -0.53548 -2.55971
12 H -3.24320 -0.35968 -2.02323
13 H -2.27319 1.04915 -2.60243
14 H -1.33621 -0.79316 1.80567
15 H -3.03373 -1.31646 1.33175
16 H -1.70186 -1.94736 0.45992
17 H -2.20143 2.75804 1.17011
18 H -3.42451 2.34840 -0.00893
19 H -3.35182 1.45773 1.48050
20 H 4.38415 0.38457 -0.33156
21 H 3.68463 0.55461 -1.98493
22 H 3.57600 2.02385 -0.71016
23 H 0.43398 -1.59055 -1.67836
24 H 2.29839 -2.03771 -1.62275
25 H 1.18487 -2.24960 -0.17476
26 H 2.83104 0.80938 2.13057
27 H 1.08941 0.19196 2.13208
28 H 2.47002 -1.06211 1.92025

Cartesian forces, eV/Å:
C 0.541 5.199 0.873
C -0.440 0.428 -0.083
C 1.832 0.262 1.008
C -0.208 0.465 -0.251
C -1.342 1.688 -0.198
C -1.515 -1.060 -0.875
C 0.411 -1.889 0.894
Si -0.825 -0.547 -1.017
Si 1.347 0.110 -0.678
S -0.501 -4.659 -1.245
H -0.421 0.321 0.816
H 1.264 0.535 0.227
H -0.004 -0.523 0.602
H -1.226 -0.773 -0.864
H -0.141 0.683 -0.009
H 0.338 0.111 -0.107
H 0.176 -0.599 -0.332
H 0.082 -0.078 -0.067
H -0.095 -0.177 0.169
H -0.388 0.106 -0.052
H -0.151 0.649 1.144
H 0.001 -2.718 -0.644
H 2.661 0.390 1.386
H -1.048 0.553 0.733
H 0.397 0.265 -0.643
H -0.982 -0.934 -0.759
H 0.930 -0.172 0.138
H -0.692 2.364 -0.168

Summary:
HOMO (alpha / beta), eV: -8.4 / -8.4
LUMO (alpha / beta), Ha: -0.0849 / -0.0850
Total charge: 0

***

Entry 3:
Below is a molecular structure, C6H9O6PZn at a distorted geometry, with properties calculated with ωB97M-V/def2-TZVPD.

Geometry (Å):
1 O 0.05569 3.79287 -1.13068
2 C -0.08010 2.66280 -1.01098
3 Zn -0.26884 -1.25524 0.20828
4 C 1.63997 -0.99300 -0.61182
5 C -2.11259 -1.21612 -0.72936
6 O 2.72593 -1.34172 -0.84128
7 O -3.09380 -1.66485 -1.10379
8 C 1.61665 -2.41151 2.85131
9 O 1.68658 -0.99158 2.62218
10 P 0.40114 -0.09110 2.22160
11 O -0.65757 -0.50536 3.34497
12 C -2.08669 -0.12886 3.36874
13 O 0.91799 1.45022 2.51549
14 C 0.08769 2.58465 2.86591
15 H 2.49257 -2.74557 3.42823
16 H 1.46714 -2.93333 1.88007
17 H 0.71625 -2.66765 3.43369
18 H -2.64207 -0.78670 2.68080
19 H -2.43183 -0.34254 4.38187
20 H -2.30482 0.92656 3.09960
21 H -0.79939 2.58007 2.25570
22 H -0.04258 2.56763 3.94552
23 H 0.77148 3.35453 2.55645

Cartesian forces, eV/Å:
O -0.375 -3.060 0.298
C 0.376 2.925 -0.247
Zn 0.176 1.779 0.542
C 6.069 -2.737 -1.898
C -3.584 -2.513 -1.546
O -5.525 2.236 1.201
O 3.333 2.036 1.250
C -1.335 -0.644 0.069
O -0.810 1.757 -0.434
P 0.927 0.604 3.212
O -0.145 0.825 -0.754
C -0.284 -0.131 -0.297
O -0.320 -4.512 -1.445
C 0.781 -0.150 -0.073
H -0.163 0.326 -0.697
H 0.645 0.043 0.328
H 0.392 0.285 0.037
H 0.254 0.153 0.198
H 0.180 0.141 -0.179
H 0.554 -0.629 0.289
H -0.473 0.256 0.111
H -0.362 0.133 -0.138
H -0.312 0.878 0.171

Summary:
HOMO, eV: -18.2
LUMO, Ha: -0.3873
Total charge: +2

***

Q: total charge of number 1 (BrFHP)?
A: 0